No. 1
This record from OMol25 describes a molecular structure, C12H12O4Sn at a distorted geometry. The level of theory is wB97M-V/def2-TZVPD.

Values from the calculation:
Relative energy (zero: lowest compared OMol25 entry of this formula, charge and spin) = 0.0 kcal per mole
LUMO energy = -10.8723 eV
HOMO energy = -0.5312 Eh
Orbital gap = 3.581 eV
Multiplicity = 1
Charge = +2

Last column: Löwdin charge in e.
Cartesian coordinates (Å):
Sn -1.14 3.33 2.41  1.724
C 1.87 -1.92 1.89  0.031
C 1.39 -0.86 2.63  0.015
C 0.12 -0.39 2.31  -0.310
C -0.65 -0.91 1.28  -0.019
C -0.11 -1.92 0.51  0.019
C 1.16 -2.43 0.80  -0.296
O 1.77 -3.30 -0.03  0.098
O -0.40 0.67 3.06  -0.122
H 2.87 -2.29 2.06  0.140
H 1.96 -0.50 3.47  0.132
H -1.64 -0.55 1.07  0.132
H -0.60 -2.24 -0.40  0.136
H 1.16 -3.95 -0.38  0.136
H 0.04 0.86 3.89  0.109
C -1.84 1.54 -2.17  0.016
C -1.07 0.67 -2.93  0.038
C 0.24 0.36 -2.54  -0.298
C 0.78 0.89 -1.37  0.014
C -0.11 1.56 -0.53  -0.082
C -1.40 1.84 -0.89  -0.323
O -2.13 2.72 -0.07  -0.135
O 0.90 -0.47 -3.37  0.101
H -2.73 1.94 -2.65  0.136
H -1.47 0.36 -3.89  0.141
H 1.83 0.83 -1.12  0.137
H 0.31 1.75 0.47  0.073
H -2.82 3.18 -0.56  0.131
H 1.70 -0.79 -2.94  0.125

---

No. 2
This record from OMol25 describes 4 unconnected molecules or ions with the total composition C29H68BN5O14P3 at a distorted geometry. The level of theory is wB97M-V/def2-TZVPD.

Values from the calculation:
LUMO energy = -3.2891 eV
HOMO energy = -0.4073 Eh
Orbital gap = 7.793 eV
Multiplicity = 1
Charge = +1

Last column: Löwdin charge in e.
Cartesian coordinates (Å):
C 2.35 -0.53 -3.25  -0.082
C 1.04 0.23 -3.63  -0.126
B 0.47 -0.42 -4.93  -0.420
O 0.72 -1.73 -5.26  0.182
N -0.44 0.33 -5.89  0.113
N -0.18 0.43 -7.22  0.140
C -1.22 1.12 -7.72  -0.081
N -2.07 1.46 -6.79  0.189
C -1.60 0.95 -5.61  -0.289
N -2.14 1.05 -4.42  0.129
C -3.43 1.77 -4.24  -0.125
C -4.58 1.18 -5.10  -0.171
C -5.89 1.25 -4.28  -0.169
C -6.08 0.04 -3.36  -0.165
N -6.62 -1.17 -3.98  -0.097
C -7.86 -0.96 -4.73  -0.070
C -5.65 -1.91 -4.69  -0.497
C -5.72 -2.15 -6.19  -0.010
O -4.71 -2.40 -4.08  0.060
H 2.94 -0.63 -4.17  0.078
H 2.06 -1.54 -2.97  0.070
H 2.91 0.00 -2.48  0.087
H 0.28 0.09 -2.85  0.110
H 1.20 1.31 -3.77  0.112
H 1.38 -1.83 -5.96  0.126
H 0.63 0.05 -7.69  0.184
H -1.34 1.36 -8.76  0.151
H -1.73 0.68 -3.58  0.146
H -3.71 1.75 -3.18  0.124
H -3.26 2.81 -4.53  0.129
H -4.32 0.19 -5.46  0.096
H -4.69 1.87 -5.94  0.106
H -5.82 2.14 -3.63  0.116
H -6.72 1.46 -4.96  0.107
H -6.71 0.27 -2.49  0.108
H -5.09 -0.21 -2.97  0.119
H -8.48 -0.28 -4.14  0.084
H -8.44 -1.88 -4.82  0.099
H -7.72 -0.45 -5.70  0.084
H -4.80 -2.66 -6.49  0.083
H -6.55 -2.81 -6.47  0.091
H -5.77 -1.23 -6.79  0.079
O 6.11 -3.57 -0.65  -0.220
P 5.24 -4.08 0.45  0.561
O 4.13 -2.89 0.64  -0.199
C 3.14 -2.71 -0.36  -0.307
C 2.10 -3.82 -0.35  -0.076
O 6.18 -3.80 1.75  -0.212
C 7.59 -3.57 1.62  -0.289
C 7.90 -2.09 1.57  -0.067
O 4.37 -5.17 1.34  -0.197
C 4.56 -6.57 1.04  -0.270
C 5.98 -7.02 1.32  -0.076
H 3.62 -2.63 -1.34  0.099
H 2.66 -1.75 -0.16  0.114
H 2.54 -4.77 -0.66  0.067
H 1.28 -3.58 -1.03  0.070
H 1.71 -3.96 0.66  0.086
H 7.98 -4.09 0.74  0.101
H 8.07 -4.01 2.49  0.117
H 7.26 -1.57 0.85  0.073
H 8.94 -1.92 1.30  0.081
H 7.71 -1.63 2.54  0.068
H 4.30 -6.76 -0.01  0.111
H 3.86 -7.12 1.66  0.121
H 6.70 -6.54 0.64  0.073
H 6.07 -8.10 1.18  0.083
H 6.27 -6.77 2.34  0.088
O 9.67 0.06 4.63  -0.223
P 9.70 1.04 5.75  0.561
O 11.13 0.77 6.48  -0.201
C 12.33 1.18 5.82  -0.283
C 12.50 2.68 5.82  -0.082
O 8.72 0.30 6.84  -0.213
C 7.83 -0.74 6.43  -0.297
C 8.46 -2.11 6.64  -0.073
O 9.46 2.48 6.54  -0.196
C 8.62 3.46 5.89  -0.273
C 7.19 2.97 5.71  -0.079
H 12.34 0.78 4.79  0.111
H 13.16 0.71 6.35  0.118
H 11.75 3.17 5.18  0.063
H 13.49 2.96 5.43  0.079
H 12.39 3.09 6.82  0.083
H 7.52 -0.60 5.40  0.094
H 6.93 -0.65 7.05  0.115
H 9.47 -2.15 6.23  0.074
H 7.85 -2.88 6.18  0.074
H 8.55 -2.32 7.71  0.076
H 9.06 3.72 4.92  0.112
H 8.63 4.35 6.51  0.120
H 7.15 2.12 5.02  0.071
H 6.56 3.76 5.31  0.080
H 6.78 2.63 6.66  0.087
O -8.12 3.50 1.27  -0.221
P -9.53 3.06 1.03  0.561
O -9.63 2.97 -0.60  -0.199
C -8.95 1.91 -1.27  -0.303
C -9.63 0.56 -1.04  -0.074
O -10.34 4.46 1.28  -0.211
C -9.73 5.55 1.97  -0.294
C -9.10 6.54 1.00  -0.074
O -10.93 2.23 1.26  -0.196
C -11.07 1.50 2.51  -0.268
C -11.06 2.42 3.71  -0.077
H -7.91 1.87 -0.94  0.102
H -8.96 2.15 -2.33  0.114
H -9.53 0.24 0.00  0.069
H -9.18 -0.21 -1.68  0.062
H -10.69 0.63 -1.26  0.088
H -9.00 5.19 2.70  0.101
H -10.52 6.05 2.53  0.117
H -8.47 6.03 0.27  0.072
H -8.50 7.27 1.54  0.078
H -9.88 7.06 0.44  0.076
H -10.27 0.76 2.58  0.112
H -12.02 0.96 2.45  0.121
H -10.09 2.91 3.83  0.073
H -11.27 1.86 4.62  0.083
H -11.81 3.21 3.60  0.088

---

No. 3
This record from OMol25 describes 3 unconnected molecules or ions with the total composition C29H53N5O10P at a distorted geometry. The level of theory is wB97M-V/def2-TZVPD.

Values from the calculation:
LUMO energy = 2.1509 eV
HOMO energy = -0.1571 Eh
Orbital gap = 6.426 eV
Multiplicity = 1
Charge = -1

Last column: Löwdin charge in e.
Cartesian coordinates (Å):
C -0.01 5.08 5.66  0.059
C -0.48 4.93 4.55  -0.139
C -1.31 4.74 3.23  -0.187
C -0.39 4.09 2.12  -0.163
C -0.19 2.53 2.23  -0.098
C -1.45 1.65 1.82  -0.289
C -2.63 1.47 2.89  -0.121
C -2.19 1.61 4.41  -0.176
C -1.74 0.20 5.04  -0.183
C -0.18 0.05 5.23  -0.154
C 0.14 -1.52 5.08  -0.243
O 0.21 -1.91 3.71  -0.224
C 1.58 -2.07 3.29  -0.105
O -0.84 0.30 1.89  -0.005
C -1.17 -0.56 0.85  -0.329
O -0.63 -1.64 0.82  0.124
C -2.22 0.12 -0.18  -0.261
C -3.62 -0.45 0.32  -0.098
O -3.53 -1.75 0.98  -0.105
N -3.88 -2.77 0.14  -0.025
O -4.26 -3.66 0.84  0.041
O -1.90 0.13 -1.55  -0.093
C -2.28 -1.02 -2.30  -0.161
C -1.29 -2.27 -2.15  -0.311
C -1.59 -3.17 -3.45  -0.088
C 0.23 -1.84 -2.26  -0.141
C 1.20 -3.12 -2.30  -0.372
C 1.04 -4.07 -1.05  -0.090
C 2.70 -2.55 -2.25  -0.109
C -1.85 1.65 0.26  -0.265
C -0.69 2.03 -0.77  -0.616
O 0.47 1.56 -0.68  -0.032
O -0.92 2.84 -1.80  -0.132
P -3.44 2.70 -0.03  1.010
C -4.27 2.14 -1.65  -0.274
C -3.05 4.50 -0.32  -0.411
C -3.59 5.44 0.87  -0.184
H 0.29 5.40 6.67  0.032
H -1.67 5.78 2.98  0.097
H -2.25 4.15 3.45  0.097
H -0.69 4.33 1.06  0.096
H 0.64 4.55 2.25  0.121
H 0.15 2.33 3.29  0.103
H 0.73 2.28 1.61  0.130
H -3.48 2.19 2.73  0.078
H -2.95 0.39 2.78  0.110
H -3.14 1.88 4.98  0.107
H -1.47 2.44 4.63  0.075
H -2.10 -0.68 4.44  0.108
H -2.20 0.17 6.09  0.107
H 0.45 0.57 4.46  0.098
H 0.09 0.30 6.30  0.105
H -0.78 -2.05 5.50  0.120
H 1.02 -1.86 5.71  0.110
H 2.16 -2.66 4.06  0.080
H 1.57 -2.67 2.34  0.083
H 2.03 -1.04 3.17  0.103
H -4.15 0.23 1.05  0.114
H -4.37 -0.59 -0.53  0.113
H -3.34 -1.38 -2.20  0.110
H -2.17 -0.73 -3.40  0.143
H -1.53 -2.92 -1.27  0.100
H -1.02 -2.73 -4.33  0.084
H -1.37 -4.26 -3.29  0.074
H -2.68 -2.99 -3.71  0.071
H 0.56 -1.10 -1.47  0.113
H 0.35 -1.36 -3.28  0.126
H 1.11 -3.69 -3.27  0.118
H -0.03 -4.31 -0.77  0.065
H 1.53 -5.07 -1.29  0.075
H 1.61 -3.66 -0.16  0.067
H 3.45 -3.31 -2.57  0.043
H 2.94 -2.29 -1.18  0.072
H 2.76 -1.61 -2.88  0.084
H -4.89 3.01 -2.03  0.034
H -4.94 1.27 -1.44  0.016
H -3.51 1.92 -2.46  0.052
H -1.98 4.75 -0.58  0.057
H -3.65 4.83 -1.23  0.069
H -2.73 6.15 1.10  0.052
H -4.42 6.10 0.48  0.060
H -3.93 4.86 1.77  0.041
C 4.43 -3.73 -5.68  -0.679
O 3.92 -3.90 -4.58  0.013
N 5.22 -2.66 -5.96  0.155
N 4.25 -4.60 -6.71  0.136
H 5.65 -2.51 -6.85  0.092
H 5.37 -1.99 -5.21  0.053
H 3.67 -5.41 -6.54  0.097
H 4.66 -4.48 -7.62  0.083
C 7.11 -0.51 -3.42  -0.660
O 6.51 -0.82 -4.44  0.013
N 7.53 0.76 -3.17  0.156
N 7.40 -1.41 -2.44  0.163
H 8.02 1.03 -2.34  0.095
H 7.33 1.45 -3.87  0.108
H 7.10 -2.36 -2.59  0.113
H 7.89 -1.18 -1.60  0.096

---

No. 4
This record from OMol25 describes a molecular structure, C30H25BeI2N5O. The level of theory is wB97M-V/def2-TZVPD.

Values from the calculation:
Relative energy (zero: lowest compared OMol25 entry of this formula, charge and spin) = 0.0 kcal per mole
LUMO energy = 0.1738 eV
HOMO energy = -0.2393 Eh
Orbital gap = 6.685 eV
Multiplicity = 1
Charge = 0

Last column: Löwdin charge in e.
Cartesian coordinates (Å):
Be -0.53 0.27 -0.02  0.100
I -1.96 2.91 3.45  0.952
C -0.07 2.00 3.43  -0.601
C 0.80 2.14 4.51  -0.229
C 2.03 1.55 4.49  -0.652
I 3.28 1.76 6.17  0.883
C 2.45 0.81 3.36  -0.206
C 3.70 0.17 3.23  -0.047
C 4.02 -0.49 2.07  -0.042
C 3.08 -0.50 1.02  -0.113
N 1.91 0.06 1.11  0.132
C 1.56 0.69 2.25  -0.140
C 0.24 1.26 2.29  -0.374
O -0.61 1.12 1.32  -0.162
H 0.49 2.72 5.37  0.080
H 4.40 0.20 4.05  0.057
H 4.97 -0.98 1.95  0.105
H 3.31 -0.99 0.08  0.107
C 0.68 -3.20 -3.76  -0.119
C 1.35 -2.08 -3.29  -0.103
C 1.02 -1.51 -2.08  -0.069
C -0.01 -2.03 -1.28  -0.287
C -0.68 -3.17 -1.77  -0.045
C -0.33 -3.74 -2.97  -0.098
N -0.39 -1.38 -0.11  0.003
C -0.80 -2.16 0.98  -0.266
C -0.20 -3.40 1.28  -0.040
C -0.55 -4.12 2.41  -0.100
C -1.51 -3.63 3.29  -0.118
C -2.11 -2.41 3.01  -0.095
C -1.77 -1.69 1.88  -0.037
H 0.95 -3.65 -4.71  0.092
H 2.17 -1.67 -3.88  0.099
H 1.56 -0.65 -1.72  0.087
H -1.48 -3.60 -1.17  0.114
H -0.86 -4.63 -3.31  0.099
H 0.56 -3.79 0.61  0.111
H -0.07 -5.07 2.60  0.098
H -1.78 -4.19 4.18  0.092
H -2.87 -2.02 3.69  0.099
H -2.26 -0.75 1.68  0.086
N -3.02 1.48 0.13  0.033
C -4.30 1.52 -0.27  -0.076
C -4.44 0.53 -1.23  -0.048
C -3.18 -0.06 -1.32  -0.100
N -2.33 0.53 -0.49  0.013
H -2.55 1.99 0.88  0.045
H -5.01 2.22 0.14  0.119
H -5.34 0.28 -1.78  0.095
H -2.85 -0.90 -1.92  0.118
C 1.16 4.44 -4.17  -0.037
C 0.81 3.37 -3.19  -0.253
C 0.09 2.24 -3.56  0.002
C -0.25 1.29 -2.62  -0.088
N 0.09 1.40 -1.33  0.059
C 0.79 2.48 -0.96  -0.063
C 1.17 3.47 -1.85  0.000
H 1.25 4.04 -5.18  0.082
H 2.09 4.94 -3.90  0.083
H 0.37 5.19 -4.19  0.093
H -0.21 2.10 -4.59  0.120
H -0.80 0.41 -2.89  0.116
H 1.05 2.55 0.08  0.114
H 1.74 4.32 -1.49  0.120

---

No. 5
This record from OMol25 describes CH2Cl2FN in the gas phase at a distorted geometry. The level of theory is wB97M-V/def2-TZVPD.

Values from the calculation:
Relative energy (zero: lowest compared OMol25 entry of this formula, charge and spin) = 63.3 kcal per mole
LUMO energy = -0.1081 eV
SMILES string = FCN(Cl)Cl
HOMO energy = -0.3582 Eh
Orbital gap = 9.638 eV
Multiplicity = 1
Charge = 0

Last column: Löwdin charge in e.
Cartesian coordinates (Å):
C 0.42 -0.21 0.39  -0.311
N -0.61 -0.04 -0.58  -0.986
F -0.17 -0.04 1.75  -0.148
Cl -1.79 1.12 -0.24  0.628
Cl 0.10 0.07 -2.18  0.579
H 0.79 -1.33 0.37  0.153
H 1.26 0.42 0.49  0.086

---

No. 6
This record from OMol25 describes a molecular structure, C13H15F6N5NiO6S6. The level of theory is wB97M-V/def2-TZVPD.

Values from the calculation:
LUMO energy (spin up / spin down) = 4.2934 / 4.2944 eV
HOMO energy (spin up / spin down) = -0.0713 / -0.0514 Eh
Orbital gap (spin up / spin down) = 6.235 / 5.693 eV
Multiplicity = 3
Charge = -2

Last column: Löwdin charge in e.
Cartesian coordinates (Å):
Ni 0.17 -0.30 0.14  0.000
S 3.04 -1.37 -3.95  0.370
C 1.83 -1.08 -2.78  -1.914
S 0.56 -2.07 -3.30  0.460
S 1.89 -0.04 -1.49  0.584
S -0.02 -2.91 0.17  0.707
C -1.30 -3.13 1.21  -0.846
N -1.80 -2.23 2.06  0.037
C -2.97 -2.69 2.76  -0.146
C -3.29 -4.02 2.04  -0.163
N -2.03 -4.29 1.34  0.005
H -1.52 -1.25 1.97  0.070
H -3.79 -1.97 2.68  0.110
H -2.76 -2.86 3.82  0.110
H -4.12 -3.90 1.33  0.100
H -3.53 -4.81 2.74  0.101
H -2.01 -4.89 0.54  0.114
N -1.08 0.63 3.12  -0.017
N -1.24 0.67 1.69  -0.089
H -0.98 1.58 3.47  0.075
H -0.18 0.18 3.28  0.048
H -0.68 1.41 1.28  0.083
H -2.22 0.83 1.48  0.040
F -3.77 -2.80 -1.55  0.126
C -4.18 -1.59 -1.14  -0.647
F -5.45 -1.43 -1.55  0.117
F -4.18 -1.59 0.20  0.112
S -3.06 -0.27 -1.82  0.579
O -1.92 -0.38 -0.96  -0.320
O -2.95 -0.62 -3.20  -0.271
N -3.87 1.07 -1.72  -0.293
S -4.27 1.89 -0.45  0.579
O -4.11 1.21 0.81  -0.307
O -3.88 3.26 -0.55  -0.279
C -6.12 1.94 -0.67  -0.668
F -6.69 0.84 -0.19  0.116
F -6.62 2.99 0.01  0.111
F -6.48 2.08 -1.95  0.125
O 2.49 2.04 3.00  -0.022
C 2.13 0.96 2.52  -0.646
O 1.45 0.77 1.48  -0.133
C 2.53 -0.31 3.30  -0.132
C 2.17 -1.57 2.85  -0.035
C 2.51 -2.70 3.58  -0.088
C 3.20 -2.58 4.78  -0.123
C 3.57 -1.31 5.23  -0.114
C 3.23 -0.19 4.50  -0.043
H 1.64 -1.67 1.91  0.046
H 2.22 -3.68 3.21  0.095
H 3.47 -3.46 5.35  0.084
H 4.12 -1.21 6.16  0.085
H 3.50 0.81 4.82  0.104

---

No. 7
This record from OMol25 describes 2 unconnected molecules or ions with the total composition C3H11NO at a distorted geometry. The level of theory is wB97M-V/def2-TZVPD.

Values from the calculation:
Relative energy (zero: lowest compared OMol25 entry of this formula, charge and spin) = 27.5 kcal per mole
LUMO energy (spin up / spin down) = 4.3293 / 4.2102 eV
HOMO energy (spin up / spin down) = 0.0458 / -0.1731 Eh
Orbital gap (spin up / spin down) = 3.083 / 8.920 eV
Multiplicity = 2
Charge = -1

Last column: Löwdin charge in e.
Cartesian coordinates (Å):
C -0.18 -1.48 0.01  -0.238
N -0.31 -0.05 -0.02  -0.317
C -1.49 0.46 -0.67  -0.318
C -0.14 0.56 1.33  -0.272
H -0.14 -1.98 0.98  0.053
H 0.75 -1.79 -0.53  0.057
H -0.85 -2.13 -0.56  0.058
H -2.46 0.31 -0.19  0.048
H -1.26 1.49 -0.99  0.034
H -1.65 0.02 -1.67  0.048
H 0.93 0.83 1.27  0.037
H -0.51 0.00 2.19  0.048
H -0.75 1.47 1.39  0.031
H 2.95 1.20 -0.24  -0.033
H 2.18 0.63 -1.44  -0.019
O 2.95 0.45 -0.87  -0.217

---

No. 8
This record from OMol25 describes CH3BBr2 in the gas phase at a distorted geometry. The level of theory is wB97M-V/def2-TZVPD.

Values from the calculation:
Relative energy (zero: lowest compared OMol25 entry of this formula, charge and spin) = 102.9 kcal per mole
LUMO energy = -0.8455 eV
HOMO energy = -0.3060 Eh
Orbital gap = 7.481 eV
Multiplicity = 1
Charge = 0

Last column: Löwdin charge in e.
Cartesian coordinates (Å):
B 0.14 -1.32 -0.80  -0.384
C 0.43 1.58 1.09  -0.797
Br -0.80 0.49 2.06  0.474
Br 0.73 0.51 -0.84  0.900
H -0.68 -1.88 -0.13  -0.007
H 0.37 -1.63 -1.88  -0.061
H -0.18 2.26 0.50  -0.125

---

No. 9
This record from OMol25 describes a molecular structure, C6H4Cl2N2O3SmYb at a distorted geometry. The level of theory is wB97M-V/def2-TZVPD.

Values from the calculation:
LUMO energy (spin up / spin down) = -15.7375 / -19.2555 eV
HOMO energy (spin up / spin down) = -0.8165 / -0.9084 Eh
Orbital gap (spin up / spin down) = 6.481 / 5.465 eV
Multiplicity = 7
Charge = +4

Last column: Löwdin charge in e.
Cartesian coordinates (Å):
Sm -1.42 -1.04 -3.48  1.488
Yb 2.03 0.48 -0.19  1.581
Cl -2.23 -1.93 -1.30  -0.035
Cl 1.02 2.53 -0.98  0.150
C 2.58 2.37 1.49  -0.069
C 0.68 -0.95 -2.60  -0.283
C -0.35 1.07 -3.68  -0.109
O 2.73 3.33 2.09  0.209
O 1.79 -0.81 -2.17  -0.111
O 0.32 2.00 -3.91  0.173
N -0.20 -1.78 1.26  0.122
C -1.24 -1.56 2.08  0.123
C -1.44 -0.19 2.14  0.202
C -0.47 0.37 1.29  -0.036
N 0.30 -0.60 0.74  -0.083
H 0.14 -2.68 0.91  0.207
H -1.77 -2.37 2.57  0.196
H -2.18 0.35 2.69  0.182
H -0.31 1.42 1.03  0.093